Here is 2 unconnected molecules or ions with the total composition C24H23N4 in a non-equilibrium geometry from the Open Molecules 2025 dataset. Energies are from ωB97M-V/def2-TZVPD.

The frontier orbital gap comes out at 6.50 eV. The total energy is -1147.16466 Eh. The value obtained for the HOMO energy is -10.68 eV. The energy above the lowest of the compared OMol25 structures with the same formula, charge and spin is 28.9 kJ/mol.

Geometry as ORCA input:
```
! wB97M-V def2-TZVPD RIJCOSX def2/J DEFGRID3
* xyz 1 1
C -1.85 -5.15 -0.68
N -1.93 -3.69 -0.68
C -1.44 -2.85 0.27
C -1.81 -1.52 -0.04
C -1.52 -0.40 0.78
C -1.55 0.93 0.32
C -1.43 1.44 -1.00
N -1.77 2.76 -1.02
C -1.87 3.63 -2.18
C -2.09 3.18 0.29
C -1.93 2.06 1.14
C -2.40 2.11 2.44
C -3.02 3.28 2.89
C -3.19 4.38 2.02
C -2.74 4.33 0.70
C -2.61 -1.60 -1.28
C -2.63 -2.97 -1.65
C -3.37 -3.47 -2.70
C -4.11 -2.56 -3.47
C -4.08 -1.20 -3.15
C -3.37 -0.72 -2.03
H -2.44 -5.54 -1.51
H -0.82 -5.49 -0.80
H -2.25 -5.55 0.26
H -0.87 -3.20 1.13
H -1.29 -0.58 1.84
H -1.15 0.88 -1.89
H -2.27 4.59 -1.85
H -0.90 3.81 -2.65
H -2.55 3.22 -2.94
H -2.30 1.22 3.08
H -3.38 3.35 3.91
H -3.69 5.28 2.37
H -2.89 5.14 0.00
H -3.38 -4.53 -2.90
H -4.70 -2.93 -4.30
H -4.63 -0.51 -3.78
H -3.44 0.33 -1.76
N -1.29 -0.83 4.26
C -0.18 -1.03 4.99
C -0.14 -0.96 6.39
C -1.34 -0.70 7.10
N -1.35 -0.48 8.44
C -2.54 -0.65 6.34
C -2.45 -0.74 4.94
H 0.73 -1.27 4.44
H 0.81 -1.12 6.91
H -2.22 -0.35 8.96
H -0.51 -0.58 9.01
H -3.52 -0.54 6.80
H -3.37 -0.74 4.34
*
```